No. 1
{
  "formula": "C17H14BrCeClO2",
  "method": "ωB97M-V with the def2-TZVPD basis set",
  "elements": ["C", "C", "C", "H", "C", "C", "H", "H", "H", "H", "Ce", "Br", "C", "C", "C", "H", "C", "C", "H", "H", "H", "H", "Cl", "C", "C", "C", "C", "C", "C", "C", "O", "O", "H", "H", "H", "H"],
  "coordinates": [[1.3655, 1.7946, 0.8033], [1.1962, 1.3448, 2.1544], [1.9717, 0.1649, 2.3459], [0.5729, 1.8190, 2.9095], [2.6147, -0.1333, 1.0942], [2.2564, 0.8856, 0.1488], [2.6550, 0.9985, -0.8632], [0.9409, 2.6966, 0.3499], [2.0570, -0.4193, 3.2753], [3.2762, -0.9827, 0.8955], [0.0483, -0.6229, 0.6350], [-1.9587, -0.4249, 2.3716], [-1.9708, -0.3700, -2.1482], [-0.6916, 0.0180, -2.6477], [-0.3617, 1.2933, -2.0873], [-0.1193, -0.5084, -3.4151], [-1.4287, 1.6832, -1.2261], [-2.4044, 0.6393, -1.2411], [-3.3388, 0.6438, -0.6853], [-2.5312, -1.2692, -2.4358], [0.4909, 1.9129, -2.3625], [-1.5078, 2.6302, -0.6862], [-1.6168, -9.0840, 0.6249], [-1.0404, -7.4674, 0.6007], [0.0087, -7.0905, 1.4536], [0.4812, -5.7727, 1.3989], [-0.0709, -4.8624, 0.4923], [-1.1552, -5.2476, -0.3087], [-1.6674, -6.5506, -0.2601], [0.2698, -3.3833, 0.5347], [0.7588, -2.7713, 1.5395], [-0.0910, -2.7003, -0.5131], [0.4097, -7.8268, 2.1593], [1.2394, -5.4680, 2.1096], [-1.6461, -4.5010, -0.9152], [-2.5431, -6.8312, -0.8484]],
  "forces_ev_per_a": [[0.69, -0.40, 0.48], [0.58, 0.15, -0.39], [0.28, 0.21, -0.52], [0.13, -0.16, -0.25], [0.23, 0.78, 0.24], [0.23, 0.11, 1.02], [-0.38, -0.22, 0.38], [0.07, -0.58, 0.27], [-0.16, 0.33, -0.67], [-0.30, 0.37, 0.12], [-0.97, 1.07, -2.86], [-1.18, 0.06, 1.22], [0.39, 0.29, 0.42], [-0.21, 0.40, 0.29], [-0.58, -0.48, 0.05], [-0.14, 0.13, 0.34], [0.20, -0.69, 0.00], [0.43, 0.01, -0.31], [0.21, -0.03, -0.11], [0.36, 0.41, 0.27], [-0.12, -0.24, 0.15], [0.04, -0.39, -0.12], [-0.19, -0.62, 0.11], [0.17, 1.12, -0.12], [-0.28, 0.10, -0.44], [-0.40, -0.47, -0.07], [-0.24, 0.24, 0.79], [-0.04, -0.52, 0.26], [0.77, 0.26, 0.45], [-0.55, 1.34, -1.12], [-0.12, -1.66, -0.65], [0.65, -1.55, 1.21], [-0.09, 0.38, -0.35], [0.03, 0.18, -0.16], [0.13, 0.06, -0.11], [0.38, 0.00, 0.18]],
  "lowdin_charge": [-0.197, -0.221, -0.217, 0.100, -0.229, -0.208, 0.108, 0.107, 0.117, 0.109, 0.753, 0.128, -0.197, -0.195, -0.218, 0.077, -0.215, -0.219, 0.076, 0.082, 0.079, 0.082, 0.658, -0.694, -0.101, -0.011, -0.110, 0.000, -0.090, -0.537, -0.104, -0.161, 0.104, 0.118, 0.120, 0.105],
  "largest_force_ev_per_a": 3.2,
  "s2": 0.75,
  "multiplicity": 2,
  "homo_lumo_gap_ev": [6.5, 6.5],
  "lumo_energy_ev": [2.44, 2.44],
  "e_homo_ev": [-4.01, -4.02],
  "e_tot_ev": -117450.320,
  "charge": -1
}

---

No. 2
{
  "formula": "C17H14BrCl2FeN4",
  "method": "ωB97M-V with the def2-TZVPD basis set",
  "elements": ["Fe", "N", "C", "C", "N", "C", "C", "N", "C", "C", "N", "H", "H", "H", "H", "H", "H", "Br", "C", "C", "C", "C", "C", "C", "C", "C", "C", "C", "H", "H", "H", "H", "H", "H", "Cl", "C", "Cl", "H", "H"],
  "coordinates": [[-0.5653, -0.4443, -0.7232], [-4.0720, -0.0458, 0.9867], [-3.9764, 1.3668, 0.9433], [-2.9503, 1.6358, 0.1195], [-2.3934, 0.4407, -0.4248], [-3.1482, -0.5427, 0.1482], [-2.6808, -1.9320, 0.1596], [-1.4263, -2.1807, -0.2873], [-1.1827, -3.5466, 0.0344], [-2.2948, -4.1055, 0.5423], [-3.2340, -3.0149, 0.7069], [-4.8429, -0.5471, 1.3917], [-4.6000, 2.0120, 1.5566], [-2.5476, 2.6171, -0.1064], [-0.2146, -3.9735, -0.1693], [-2.4877, -5.0799, 0.9990], [-4.2185, -3.1073, 0.9046], [1.4457, -2.1887, -1.7652], [2.5002, -0.4859, -1.5123], [3.8762, -0.6703, -1.5523], [4.7334, 0.4200, -1.8196], [4.1298, 1.6699, -1.8434], [2.7748, 1.9306, -1.5613], [2.3403, 3.2606, -1.3183], [1.1325, 3.4997, -0.7128], [0.3030, 2.3887, -0.4210], [0.6195, 1.1357, -0.8955], [1.8987, 0.8286, -1.4193], [4.2858, -1.6576, -1.4383], [5.8097, 0.3035, -2.0273], [4.7929, 2.5001, -2.0748], [2.9647, 4.1156, -1.5166], [0.7937, 4.5082, -0.5003], [-0.5536, 2.5180, 0.2541], [-0.1532, -2.2100, 3.2283], [0.6937, -0.6813, 3.2141], [0.4373, 0.1080, 1.6038], [1.7490, -0.8618, 3.3809], [0.2616, 0.0165, 3.9150]],
  "forces_ev_per_a": [[0.36, 0.30, -0.40], [0.04, 1.53, -0.78], [-0.30, -1.37, 0.45], [1.03, -0.45, -0.96], [-2.41, -0.23, 2.04], [0.74, 0.77, 0.12], [1.47, -0.13, -0.74], [-1.85, -1.88, 1.52], [-0.10, 1.54, -1.03], [-1.31, 1.14, 1.35], [1.02, -1.38, -0.87], [-0.03, -0.13, 0.28], [0.11, -0.27, -0.33], [-0.20, -0.36, -0.18], [-0.15, -0.14, 0.04], [0.02, 0.47, -0.47], [0.02, -0.22, 0.20], [0.68, 1.99, 0.50], [-0.54, 0.20, -0.30], [0.23, 0.31, -0.50], [-1.13, -0.20, 0.34], [1.05, 0.81, -0.47], [1.35, -0.81, -0.29], [0.01, -0.09, -0.03], [-1.66, -0.78, 0.14], [0.63, 2.10, 0.45], [-0.23, -2.02, -0.90], [1.00, -0.17, 0.50], [0.03, -0.29, -0.23], [-0.75, -0.04, 0.31], [-0.23, 0.13, 0.09], [0.45, -0.09, -0.14], [0.18, -0.11, 0.12], [0.38, 0.04, -0.55], [-0.11, -0.17, 0.22], [-0.44, -0.21, -0.23], [0.62, 0.06, 0.68], [0.04, 0.20, -0.22], [0.00, -0.06, 0.26]],
  "lowdin_charge": [0.686, 0.153, -0.006, -0.081, 0.031, -0.235, -0.261, -0.036, -0.115, 0.001, 0.155, 0.172, 0.142, 0.115, 0.088, 0.141, 0.172, 0.837, -0.431, -0.083, 0.007, 0.023, -0.153, 0.060, 0.002, -0.103, -0.268, -0.222, 0.110, 0.142, 0.134, 0.139, 0.129, 0.081, 0.581, -0.879, 0.680, 0.049, 0.039],
  "largest_force_ev_per_a": 3.2,
  "s2": 8.79,
  "multiplicity": 6,
  "homo_lumo_gap_ev": [8.5, 5.8],
  "lumo_energy_ev": [-6.24, -9.12],
  "e_homo_ev": [-14.72, -14.88],
  "e_tot_ev": -153274.576,
  "charge": 2
}

---

No. 3
{
  "formula": "C17H14BrClHfO2",
  "method": "ωB97M-V with the def2-TZVPD basis set",
  "elements": ["C", "C", "C", "H", "C", "C", "H", "H", "H", "H", "Hf", "Br", "C", "C", "C", "H", "C", "C", "H", "H", "H", "H", "Cl", "C", "C", "C", "C", "C", "C", "C", "O", "O", "H", "H", "H", "H"],
  "coordinates": [[-1.0082, -0.3270, -1.8374], [-0.7928, 1.0927, -1.6315], [0.6352, 1.3070, -1.5131], [-1.5372, 1.8855, -1.7325], [1.2759, 0.0448, -1.6756], [0.2787, -0.9604, -1.7925], [0.4526, -2.0288, -1.9695], [-1.9420, -0.7911, -2.1434], [1.1263, 2.2873, -1.4580], [2.3621, -0.0911, -1.7527], [-0.6375, 0.0436, 0.3677], [-3.0053, -0.1132, 0.9867], [-1.5975, -3.8812, 1.2537], [-0.9638, -4.5563, 0.1736], [-1.7578, -4.3577, -0.9968], [-0.0521, -5.1466, 0.2309], [-2.8774, -3.5576, -0.6343], [-2.7913, -3.2853, 0.7598], [-3.5163, -2.7326, 1.3466], [-1.2547, -3.8450, 2.2819], [-1.5612, -4.7744, -1.9822], [-3.6810, -3.2432, -1.2912], [2.9967, 6.8257, 3.6240], [2.1340, 5.4586, 3.0815], [0.7678, 5.5860, 2.8049], [0.0752, 4.4625, 2.3631], [0.7480, 3.2351, 2.3116], [2.1128, 3.1207, 2.5560], [2.8347, 4.2484, 2.9209], [0.1404, 2.0465, 1.7384], [-0.8531, 2.1252, 0.9145], [0.6445, 0.8349, 1.9159], [0.2581, 6.5348, 3.0029], [-0.9889, 4.4902, 2.1878], [2.5693, 2.1453, 2.5666], [3.8923, 4.1954, 3.1546]],
  "forces_ev_per_a": [[0.76, 0.82, -1.72], [0.58, -0.33, -1.70], [-0.68, -0.69, -0.61], [0.23, -0.42, 0.30], [-0.27, 0.65, 0.63], [-0.57, 0.03, -0.44], [-0.20, 0.44, 0.37], [0.18, -0.05, 0.47], [-0.30, -0.60, 0.28], [-0.61, -0.10, 0.39], [-0.09, -0.71, 2.11], [-0.17, 0.38, 0.07], [0.22, 0.53, -0.35], [-0.34, 0.29, -0.93], [0.43, 0.07, 0.95], [-0.19, 0.13, 0.01], [0.27, -0.05, 0.86], [0.15, -0.08, -0.92], [0.14, -0.25, -0.10], [-0.09, -0.18, -0.05], [-0.02, 0.08, 0.20], [0.03, -0.08, 0.05], [0.28, 0.51, 0.20], [-0.02, -0.77, -0.47], [-0.05, -0.29, 0.15], [0.45, -0.09, 0.65], [0.24, -0.02, -0.58], [0.16, 0.67, 0.81], [-0.67, 0.34, 0.22], [-0.89, -1.44, -0.92], [1.40, 0.05, 1.33], [-0.55, 1.51, -0.46], [0.27, -0.40, -0.26], [-0.06, 0.08, -0.20], [0.12, -0.09, -0.28], [-0.14, 0.06, -0.07]],
  "lowdin_charge": [-0.263, -0.260, -0.132, 0.130, -0.101, -0.150, 0.124, 0.121, 0.128, 0.121, 1.404, 0.294, -0.204, -0.209, -0.202, 0.060, -0.213, -0.296, 0.014, 0.057, 0.063, 0.066, 0.722, -0.671, -0.078, 0.015, -0.148, 0.002, -0.072, -0.498, -0.158, -0.144, 0.117, 0.127, 0.124, 0.111],
  "largest_force_ev_per_a": 2.2,
  "homo_lumo_gap_ev": [4.5, 4.5],
  "lumo_energy_ev": [-1.41, -1.41],
  "e_homo_ev": [-5.89, -5.89],
  "e_tot_ev": -105822.495
}